Molecular formula: C10H20N2O4
Method: DFT, wB97M-V/def2-TZVPD

The spin multiplicity is 1. The structure (SMILES) is CC(C)[C@H](N)C(=O)O.O=C(O)[C@@H]1CCCN1. Its charge is 0. The orbital gap is 9.41 eV.

Each line ends with the Löwdin charge.
Positions of all 36 atoms, in Å:
1 H -4.630 3.139 0.497  0.08
2 H 3.717 1.057 1.766  0.12
3 O 1.319 -0.742 0.785  0.14
4 C -1.914 1.757 0.080  -0.06
5 N -4.943 -0.668 -0.555  0.06
6 H -1.059 -1.088 -0.729  0.04
7 H -1.258 0.963 0.590  0.09
8 C 3.164 0.001 -0.740  -0.22
9 C -3.389 1.251 0.127  -0.31
10 H 5.839 1.510 -0.270  0.08
11 C 4.707 -0.300 -0.757  -0.05
12 O -1.241 -1.392 0.095  0.08
13 H 2.676 0.040 -1.741  0.16
14 C -3.521 -0.181 -0.601  -0.24
15 H 4.931 -1.246 -0.363  0.09
16 H -4.078 2.847 -1.106  0.04
17 H 5.204 -0.194 -1.655  0.08
18 H 2.089 1.364 0.179  0.07
19 C 2.304 -1.124 -0.055  -0.42
20 O 2.392 -2.284 -0.409  0.10
21 H 0.676 -1.329 0.758  0.00
22 N 2.989 1.337 -0.204  -0.04
23 H -4.978 -1.566 -1.154  0.12
24 H 5.769 0.459 1.035  0.06
25 H -3.088 -0.125 -1.629  0.15
26 H -5.370 1.913 -0.467  0.04
27 H -3.596 1.003 1.186  0.13
28 C 3.995 1.586 0.806  -0.20
29 H -1.469 1.915 -0.914  0.09
30 O -3.217 -1.814 1.105  0.12
31 C 5.243 0.829 0.251  -0.12
32 H -1.844 2.597 0.646  0.03
33 H 4.134 2.656 1.039  0.11
34 C -4.450 2.382 -0.272  -0.04
35 C -2.646 -1.156 0.279  -0.39
36 H -4.982 -1.029 0.327  0.01



Molecular formula: C10H20N2P2ScTe4
Method: DFT, wB97M-V/def2-TZVPD

The spin multiplicity is 1. Its charge is +1. The orbital gap is 6.09 eV.

Each line ends with the Löwdin charge.
Positions of all 39 atoms, in Å:
1 Te -2.605 0.328 3.336  0.23
2 C 0.207 1.532 -0.943  -0.40
3 H 2.565 1.584 -4.017  0.11
4 H 3.412 -0.580 0.432  0.06
5 H 1.584 -3.251 -0.385  0.04
6 N -2.306 -3.439 1.255  -0.14
7 H 1.003 3.463 -3.616  0.12
8 C 1.031 2.624 -2.933  -0.05
9 H -0.482 3.438 -1.670  0.10
10 H -0.407 -3.779 1.714  0.04
11 Te -2.860 -0.888 -1.132  0.32
12 H 1.017 1.826 2.153  0.03
13 H -0.412 2.756 2.587  0.03
14 H -2.602 -4.115 1.951  0.11
15 H -2.888 -3.525 0.428  0.04
16 P 1.067 -0.937 -0.033  0.82
17 C 1.075 0.463 -1.185  -0.39
18 H 2.606 -0.327 -2.483  0.10
19 H 0.624 3.306 1.253  0.06
20 C -2.171 2.637 0.241  -0.30
21 H -2.845 2.646 1.097  0.02
22 Sc -1.370 -1.187 1.141  -0.51
23 C 0.207 2.431 1.752  -0.24
24 P -0.812 1.483 0.570  0.70
25 H 2.388 0.267 1.610  0.03
26 Te -0.801 -1.637 3.825  0.25
27 H -0.797 -4.423 0.260  0.11
28 C 2.511 -0.653 1.043  -0.23
29 C 1.905 1.570 -3.160  -0.05
30 H 2.607 -2.240 -1.409  0.05
31 C 1.596 -2.368 -1.022  -0.25
32 H 0.906 -2.525 -1.850  0.06
33 H 2.617 -1.474 1.752  0.05
34 H -2.730 2.324 -0.639  0.03
35 N -0.941 -3.622 0.865  -0.10
36 H -1.784 3.646 0.103  0.05
37 Te -4.237 -0.453 1.225  0.24
38 C 1.927 0.493 -2.288  -0.07
39 C 0.192 2.607 -1.828  -0.07



Energy above the lowest of the compared OMol25 structures with the same formula, charge and spin readings, ordered: 3.280; 0.000 eV